No. 1
A cluster of 2 separate species, C2H8NOP in total, computed with the ωB97M-V functional and the def2-TZVPD basis.

Gap between HOMO and LUMO (spin up / spin down) ... 9.49 / 8.11 eV

```
! wB97M-V def2-TZVPD RIJCOSX def2/J DEFGRID3
* xyz 0 1
C -1.938 -1.000 -0.144
C 1.264 1.439 0.056
N 0.594 -0.963 -0.715
O 2.984 -0.653 -0.180
P 1.652 -0.293 0.317
H -2.252 -0.044 -0.670
H -2.211 -1.902 -0.634
H -1.946 -1.001 0.929
H 2.009 2.055 0.698
H 1.429 1.463 -1.029
H 0.194 1.632 0.072
H 0.492 -1.990 -0.919
H 1.576 -0.457 1.682
*
```

No. 2
An isolated molecule of C2H4N3P, computed with the ωB97M-V functional and the def2-TZVPD basis.

Gap between HOMO and LUMO ... 8.62 eV

```
! wB97M-V def2-TZVPD RIJCOSX def2/J DEFGRID3
* xyz 0 1
C -1.405 -0.997 -0.334
C 0.060 -0.788 -0.273
N -2.019 0.090 0.059
N -1.992 1.162 0.442
N 0.541 0.346 -0.031
P 2.075 1.028 -0.137
H -2.028 -1.855 -0.524
H 0.606 -1.688 -0.599
H 2.677 0.593 1.044
H 1.486 2.108 0.353
*
```

| no. | DFT total energy (hartree) |
| --- | --- |
| 1 | -552.222547 |
| 2 | -584.118147 |